{"formula": "C31H34ClF4N2O3P", "method": "the ωB97M-V functional and the def2-TZVPD basis", "species": ["C", "C", "C", "C", "N", "P", "O", "Cl", "C", "C", "N", "C", "C", "C", "C", "O", "O", "C", "C", "C", "F", "H", "H", "H", "H", "H", "H", "H", "H", "H", "H", "H", "H", "H", "H", "H", "H", "H", "H", "H", "F", "C", "C", "C", "C", "C", "C", "H", "H", "H", "H", "H", "F", "C", "C", "C", "C", "C", "C", "H", "H", "H", "H", "H", "F", "C", "C", "C", "C", "C", "C", "H", "H", "H", "H", "H"], "coordinates": [[-4.08772, -2.82179, -1.72609], [-3.42917, -1.79070, -0.67862], [-2.93582, -0.38942, -1.37449], [-2.57697, -0.70489, -2.93361], [-2.27098, -0.71707, -4.11242], [-4.49359, 0.68934, -1.38817], [-5.29373, 0.20836, -2.86264], [-4.14756, 2.74130, -1.63763], [-1.59874, 0.22921, -0.73478], [-1.08869, 1.41780, -1.67919], [-0.82885, 2.43362, -2.28620], [-0.40516, -0.85575, -0.65510], [0.99714, -0.45898, -1.32123], [1.07875, -0.76700, -2.93178], [1.30859, 0.54483, -3.81623], [1.99288, 1.55223, -3.50699], [0.61258, 0.59767, -5.09227], [-1.89723, 0.68870, 0.80030], [-0.94189, 1.87060, 1.33245], [-1.49482, 3.37002, 0.97842], [0.46110, 1.69713, 1.00235], [-4.89365, -2.31424, -2.36714], [-4.59139, -3.66351, -1.08712], [-3.27074, -3.35343, -2.33604], [-4.26009, -1.46917, 0.07223], [-2.62385, -2.29996, -0.05313], [-4.89013, 0.72024, -3.61923], [-0.74299, -1.83306, -1.19119], [-0.16454, -1.19669, 0.42963], [1.77007, -1.21109, -0.87722], [1.41379, 0.57163, -1.04530], [0.10891, -1.34060, -3.17128], [1.94136, -1.49286, -3.17069], [-0.19942, 1.15324, -5.00387], [-2.97616, 1.02753, 0.98282], [-1.72509, -0.20539, 1.52277], [-0.99434, 1.81911, 2.49359], [-1.33078, 4.11496, 1.82973], [-2.62816, 3.25414, 0.78729], [-0.95829, 3.66692, -0.00555], [2.98036, -2.14074, 1.68189], [4.13312, -1.47739, 1.48849], [5.33427, -2.09059, 1.81086], [6.52804, -1.40526, 1.60569], [6.50579, -0.11051, 1.09050], [5.29313, 0.49697, 0.77512], [4.10051, -0.19221, 0.96987], [5.33115, -3.09515, 2.21830], [7.47419, -1.87848, 1.84727], [7.43739, 0.42527, 0.93481], [5.27716, 1.50329, 0.37885], [3.14804, 0.26207, 0.72164], [-4.98766, -4.64869, 0.89378], [-6.20248, -4.50362, 1.44882], [-6.58945, -5.35454, 2.47266], [-7.84572, -5.20089, 3.05089], [-8.70470, -4.20472, 2.59105], [-8.30735, -3.35913, 1.55886], [-7.04699, -3.50525, 0.98778], [-5.91088, -6.12896, 2.81150], [-8.15568, -5.85642, 3.85798], [-9.68639, -4.08840, 3.03979], [-8.97907, -2.58653, 1.19917], [-6.71771, -2.85010, 0.18917], [5.13580, 3.20627, 1.46456], [6.21463, 3.95415, 1.18421], [6.35853, 4.49262, -0.08548], [7.47444, 5.27198, -0.37479], [8.43887, 5.49487, 0.60587], [8.28629, 4.94488, 1.87597], [7.16524, 4.17465, 2.16909], [5.60184, 4.30146, -0.83798], [7.59314, 5.70454, -1.36273], [9.31140, 6.09943, 0.37798], [9.04039, 5.11608, 2.63729], [7.02572, 3.74606, 3.15482]], "lowdin_charge": [-0.11, -0.23, -0.50, -0.19, 0.17, 0.66, -0.37, 0.24, -0.33, -0.16, 0.19, -0.14, -0.18, -0.08, -0.39, 0.05, -0.02, -0.09, -0.29, -0.06, -0.07, 0.08, 0.07, 0.09, 0.09, 0.12, 0.06, 0.12, 0.13, 0.11, 0.11, 0.09, 0.13, 0.10, 0.11, 0.13, 0.15, 0.08, 0.05, 0.08, 0.05, -0.29, -0.02, -0.09, -0.09, -0.07, -0.01, 0.11, 0.10, 0.10, 0.09, 0.10, 0.05, -0.29, -0.02, -0.08, -0.10, -0.08, -0.02, 0.12, 0.11, 0.10, 0.11, 0.11, 0.04, -0.29, -0.01, -0.08, -0.10, -0.08, -0.02, 0.12, 0.11, 0.10, 0.10, 0.12], "homo_energy_ha": -0.3349, "smiles": "CC[C@@](C#N)(P(O)Cl)[C@](C#N)(CCCC(=O)O)C[C@H](C)F.Fc1ccccc1.Fc1ccccc1.Fc1ccccc1", "orbital_gap_ev": 9.31, "e_lumo_ev": 0.20}

{"formula": "C31H34F32O7SSi", "method": "the ωB97M-V functional and the def2-TZVPD basis", "species": ["C", "C", "C", "C", "C", "C", "C", "O", "S", "O", "O", "Si", "C", "C", "C", "C", "H", "H", "H", "H", "H", "H", "H", "H", "H", "H", "H", "H", "H", "H", "H", "H", "H", "H", "C", "C", "C", "F", "F", "F", "F", "O", "C", "C", "F", "F", "F", "F", "H", "H", "H", "H", "C", "C", "C", "F", "F", "F", "F", "O", "C", "C", "F", "F", "F", "F", "H", "H", "H", "H", "C", "C", "C", "F", "F", "F", "F", "O", "C", "C", "F", "F", "F", "F", "H", "H", "H", "H", "C", "C", "C", "F", "F", "F", "F", "O", "C", "C", "F", "F", "F", "F", "H", "H", "H", "H"], "coordinates": [[-6.24933, 2.34924, -0.39757], [-5.87812, 1.39549, -1.63426], [-5.52812, 1.89916, -3.06717], [-5.13409, 0.91987, -4.21931], [-5.09435, -0.61984, -3.96991], [-5.44436, -1.10943, -2.54405], [-5.40416, -2.67770, -2.12526], [-5.47832, -2.88395, -0.69060], [-3.97208, -2.77299, 0.06034], [-4.26665, -2.05490, 1.37301], [-2.95265, -1.72256, -0.76147], [-1.42194, -2.45185, -1.17769], [-1.44451, -3.27750, -2.93744], [-0.72513, -3.65282, 0.14129], [-0.16769, -0.97943, -1.34815], [-5.84485, -0.13530, -1.38169], [-7.02590, 1.80809, 0.25540], [-6.59224, 3.39215, -0.72029], [-5.29444, 2.40794, 0.25278], [-5.56163, 3.02791, -3.28309], [-4.84781, 1.29225, -5.25492], [-4.79016, -1.39251, -4.75119], [-4.52128, -3.23586, -2.58648], [-6.37456, -3.12088, -2.57301], [-1.98096, -2.54621, -3.64947], [-1.99216, -4.28620, -2.91833], [-0.36355, -3.47897, -3.28759], [-1.46894, -3.92571, 0.96457], [-0.36894, -4.62209, -0.35118], [0.17329, -3.11485, 0.63359], [-0.71466, -0.09569, -1.85595], [0.08306, -0.64798, -0.28537], [0.73786, -1.28207, -1.96978], [-6.12125, -0.49600, -0.32887], [5.81305, 0.55816, 0.35500], [4.61530, 1.12955, 1.14435], [3.75433, 0.10789, 1.89108], [3.19484, -0.80455, 1.07495], [2.72770, 0.73167, 2.52392], [3.86295, 1.88909, 0.31148], [5.13058, 1.99249, 2.07206], [5.63577, 0.33115, -1.05244], [5.02133, -0.87968, -1.44397], [3.65693, -0.66436, -2.11070], [2.80319, 0.01612, -1.31614], [3.06594, -1.85334, -2.39095], [4.97047, -1.71613, -0.38991], [5.86413, -1.45509, -2.33253], [6.59155, 1.32484, 0.39733], [6.25576, -0.31107, 0.84938], [4.33964, -0.41833, 2.64917], [3.76534, -0.10302, -3.04203], [-0.74380, -1.02410, 6.39781], [-0.81041, -2.55972, 6.54066], [0.28257, -3.35200, 5.82070], [0.28589, -3.15559, 4.49061], [0.09807, -4.68541, 6.00693], [-2.04389, -2.98069, 6.17021], [-0.70740, -2.83717, 7.87531], [-1.57106, -0.41405, 5.39576], [-1.07560, -0.38698, 4.07202], [-1.90665, -1.24435, 3.11014], [-1.98626, -2.53043, 3.51606], [-1.34631, -1.25953, 1.87503], [0.23257, -0.71146, 4.07775], [-1.13388, 0.90632, 3.67898], [-1.13268, -0.61988, 7.33643], [0.28512, -0.65853, 6.34632], [1.27221, -3.09724, 6.21057], [-2.92442, -0.85718, 3.02486], [-2.16311, 3.87445, -9.28819], [-3.63276, 3.70493, -8.84698], [-3.86450, 3.45211, -7.35636], [-3.26641, 2.33100, -6.91389], [-5.19054, 3.29945, -7.10418], [-4.20712, 2.73723, -9.60221], [-4.27866, 4.86350, -9.17228], [-1.49528, 2.72226, -9.82616], [-0.93380, 1.80628, -8.90724], [-1.62646, 0.43787, -8.93482], [-2.95195, 0.53485, -8.69373], [-1.11510, -0.37830, -7.98054], [-0.90786, 2.36224, -7.68087], [0.36003, 1.65752, -9.27340], [-2.18187, 4.57786, -10.12501], [-1.55693, 4.37095, -8.52505], [-3.50883, 4.29412, -6.75600], [-1.49717, -0.04165, -9.90822], [6.11652, 1.82197, 7.93315], [4.57343, 1.80795, 7.89266], [3.91767, 0.44662, 7.65414], [4.27231, -0.11105, 6.48250], [2.56475, 0.57501, 7.61907], [4.15143, 2.71990, 6.98405], [4.14259, 2.26406, 9.10561], [6.80925, 2.18883, 6.72962], [7.01519, 1.17922, 5.76275], [6.24728, 1.43934, 4.46076], [4.92082, 1.57139, 4.67107], [6.40536, 0.40271, 3.59621], [6.74470, -0.02330, 6.30690], [8.34273, 1.17738, 5.50286], [6.38949, 2.61031, 8.63978], [6.52656, 0.90686, 8.37002], [4.16285, -0.25258, 8.45844], [6.60311, 2.35246, 3.97836]], "lowdin_charge": [-0.10, -0.21, -0.04, -0.05, -0.03, -0.14, -0.22, -0.37, 0.95, -0.42, -0.45, 0.44, -0.20, -0.19, -0.18, 0.02, 0.08, 0.08, 0.09, 0.09, 0.06, 0.09, 0.11, 0.14, 0.04, 0.04, 0.05, 0.03, 0.05, 0.05, 0.06, 0.04, 0.02, 0.11, -0.04, -0.42, -0.30, 0.09, 0.10, 0.13, 0.09, 0.03, -0.50, -0.27, 0.09, 0.09, 0.14, 0.14, 0.15, 0.14, 0.16, 0.18, -0.04, -0.43, -0.30, 0.09, 0.09, 0.13, 0.10, 0.04, -0.50, -0.28, 0.09, 0.07, 0.13, 0.15, 0.15, 0.13, 0.17, 0.16, -0.04, -0.43, -0.30, 0.08, 0.09, 0.13, 0.10, 0.03, -0.50, -0.27, 0.09, 0.10, 0.13, 0.14, 0.15, 0.14, 0.18, 0.18, -0.04, -0.43, -0.30, 0.09, 0.09, 0.13, 0.11, 0.04, -0.50, -0.27, 0.10, 0.08, 0.13, 0.15, 0.15, 0.14, 0.17, 0.17], "homo_energy_ha": -0.3081, "orbital_gap_ev": 8.75, "e_lumo_ev": 0.36}

{"formula": "C31H34IrN6O4S2", "method": "the ωB97M-V functional and the def2-TZVPD basis", "species": ["Ir", "N", "C", "S", "N", "N", "C", "C", "C", "C", "C", "C", "C", "O", "H", "H", "H", "H", "H", "H", "H", "C", "C", "C", "C", "C", "C", "C", "S", "O", "O", "N", "C", "C", "C", "C", "C", "N", "H", "H", "H", "H", "H", "H", "H", "H", "H", "H", "H", "C", "C", "C", "O", "H", "H", "H", "H", "H", "H", "H", "C", "C", "C", "C", "C", "C", "C", "C", "N", "H", "H", "H", "H", "H", "H", "H", "H", "H"], "coordinates": [[-1.03459, 0.61382, -0.72969], [-3.61848, 0.46811, -4.24525], [-2.95920, 0.46764, -3.01448], [-1.27682, 0.80398, -3.01862], [-3.67948, 0.15839, -1.98522], [-2.97449, 0.17431, -0.78166], [-3.71858, 0.00479, 0.24980], [-3.33009, 0.06403, 1.63546], [-4.35027, -0.12779, 2.58052], [-4.12797, -0.08105, 3.93858], [-2.82066, 0.17038, 4.38388], [-1.79653, 0.36225, 3.49389], [-1.99826, 0.31710, 2.08117], [-0.97943, 0.46850, 1.32891], [-3.18327, 1.08294, -4.91513], [-4.60948, 0.62869, -4.14196], [-4.76957, -0.17418, 0.03653], [-5.35189, -0.32113, 2.20705], [-4.93761, -0.23390, 4.64107], [-2.61349, 0.21242, 5.44889], [-0.78328, 0.55272, 3.82627], [5.91315, -2.92341, 1.31715], [4.98684, -2.03456, 0.52821], [3.61899, -2.28950, 0.48285], [2.76055, -1.46042, -0.22261], [3.27602, -0.36238, -0.89455], [4.63508, -0.09575, -0.87287], [5.48391, -0.93238, -0.16138], [2.13831, 0.65853, -1.82028], [1.46148, -0.22595, -2.72332], [2.94749, 1.69700, -2.42983], [1.10080, 1.23232, -0.71878], [1.61447, 2.11636, 0.23927], [2.93928, 2.61883, 0.27350], [3.31891, 3.45689, 1.30114], [2.41103, 3.81732, 2.28767], [1.13675, 3.28701, 2.16469], [0.75858, 2.47260, 1.19725], [5.40027, -3.82814, 1.64405], [6.28644, -2.41162, 2.20795], [6.78016, -3.22071, 0.72296], [3.21114, -3.14985, 1.00253], [1.69047, -1.64826, -0.27782], [5.01447, 0.75990, -1.41635], [6.54935, -0.72429, -0.14023], [3.64595, 2.38842, -0.50328], [4.33539, 3.83671, 1.31939], [2.67273, 4.47746, 3.10501], [0.36527, 3.53111, 2.89338], [-0.33797, 4.09669, -1.67316], [-1.72842, 3.56050, -1.32357], [-2.57732, 4.68128, -0.71830], [-1.70465, 2.52774, -0.40495], [-0.40678, 4.93731, -2.37477], [0.27671, 3.32002, -2.12716], [0.16275, 4.43934, -0.76285], [-2.21179, 3.26493, -2.27502], [-2.10022, 5.04948, 0.19481], [-3.56151, 4.29007, -0.45258], [-2.69917, 5.51779, -1.41607], [-1.19674, -2.71371, -3.10004], [-1.03639, -3.40266, -1.77888], [-1.15335, -4.77369, -1.66746], [-1.00073, -5.44650, -0.45612], [-0.71626, -4.68282, 0.66961], [-0.58291, -3.30555, 0.62458], [-0.29528, -2.52867, 1.87843], [-0.73320, -2.60678, -0.62058], [-0.47322, -1.31042, -0.71291], [-1.28742, -3.44619, -3.90722], [-0.35233, -2.05377, -3.30533], [-2.08734, -2.08090, -3.11117], [-1.37196, -5.33729, -2.57182], [-1.09560, -6.52416, -0.39553], [-0.58636, -5.17203, 1.63285], [0.16378, -3.17303, 2.63407], [-1.20560, -2.10587, 2.31188], [0.35950, -1.67638, 1.68354]], "lowdin_spin": [0.13, 0.00, 0.00, 0.00, 0.00, 0.00, 0.00, 0.00, 0.00, 0.00, 0.00, 0.00, 0.00, 0.01, 0.00, 0.00, 0.00, 0.00, 0.00, 0.00, 0.00, 0.00, 0.00, 0.00, 0.00, 0.00, 0.00, 0.00, 0.00, 0.00, 0.00, 0.00, 0.00, 0.00, 0.00, 0.00, 0.00, 0.00, 0.00, 0.00, 0.00, 0.00, 0.00, 0.00, 0.00, 0.00, 0.00, 0.00, 0.00, 0.00, 0.00, 0.00, 0.00, 0.00, 0.00, 0.00, 0.00, 0.00, 0.00, 0.00, 0.01, 0.03, 0.00, -0.01, 0.00, 0.02, 0.01, 0.10, 0.70, 0.00, 0.00, 0.00, 0.00, 0.00, 0.00, 0.00, 0.00, 0.00], "e_above_lowest_ev": 0.106, "homo_energy_ha": [-0.0327, -0.0206], "charge": -2, "spin_multiplicity": 2, "orbital_gap_ev": [5.25, 4.92], "e_lumo_ev": [4.36, 4.36]}